Below is a molecular structure, C47H34HfN5O, with properties calculated with the ωB97M-V functional and the def2-TZVPD basis.

Results
DFT total energy, Ha: -2208.4625
Energy above the lowest of the compared OMol25 structures with the same formula, charge and spin, kcal per mole: 7.3
E_LUMO, eV: -3.92
Gap between HOMO and LUMO, eV: 5.6418
Net charge: +1

```
88
C47H34HfN5O (the ωB97M-V functional and the def2-TZVPD basis)
Hf -0.12 -0.30 0.00
C -3.12 4.70 5.25
C -1.74 4.61 5.22
C -1.11 3.80 4.28
C -1.87 3.08 3.36
C -3.26 3.18 3.39
C -3.88 3.98 4.34
C -1.20 2.22 2.35
C -1.38 2.53 0.98
C -2.06 3.70 0.48
C -2.15 3.56 -0.87
C -1.53 2.30 -1.20
N -1.03 1.73 -0.05
C -1.56 1.68 -2.45
C -0.83 0.51 -2.77
C -1.05 -0.36 -3.87
C -0.02 -1.28 -3.87
C 0.82 -0.97 -2.77
C 2.08 -1.58 -2.47
C 2.82 -2.07 -3.66
C 2.77 -1.27 -4.82
C 3.45 -1.63 -5.97
C 4.21 -2.79 -6.00
C 4.29 -3.57 -4.86
C 3.62 -3.21 -3.70
C 2.55 -1.69 -1.16
N 1.91 -1.10 -0.07
C 2.54 -1.53 1.06
C 2.16 -1.27 2.39
C 2.94 -1.96 3.47
C 2.77 -3.32 3.70
C 3.48 -3.96 4.71
C 4.38 -3.24 5.48
C 4.56 -1.88 5.25
C 3.84 -1.25 4.25
C 1.13 -0.44 2.80
C 0.72 -0.22 4.17
C -0.23 0.74 4.16
C -0.43 1.15 2.79
N 0.37 0.36 1.98
C 3.62 -2.40 0.69
C 3.65 -2.46 -0.66
N 0.29 0.09 -2.08
C -2.43 2.24 -3.51
C -1.90 2.53 -4.77
C -2.71 3.06 -5.76
C -4.06 3.28 -5.51
C -4.59 2.99 -4.26
C -3.78 2.48 -3.27
H -3.61 5.32 5.99
H -1.14 5.17 5.93
H -0.03 3.74 4.25
H -3.85 2.62 2.68
H -4.96 4.04 4.36
H -2.41 4.52 1.08
H -2.58 4.25 -1.57
H -1.86 -0.29 -4.57
H 0.13 -2.09 -4.56
H 2.24 -0.33 -4.80
H 3.40 -0.99 -6.84
H 4.73 -3.08 -6.90
H 4.89 -4.48 -4.86
H 3.70 -3.87 -2.85
H 2.06 -3.88 3.10
H 3.34 -5.01 4.89
H 4.94 -3.73 6.27
H 5.26 -1.32 5.85
H 3.99 -0.19 4.06
H 1.13 -0.73 5.02
H -0.75 1.16 5.00
H 4.29 -2.88 1.39
H 4.35 -3.04 -1.22
H -0.85 2.36 -4.96
H -2.29 3.30 -6.73
H -4.70 3.69 -6.29
H -5.65 3.16 -4.07
H -4.20 2.24 -2.29
N -4.20 -1.74 0.29
C -2.89 -1.59 0.36
O -2.33 -0.60 -0.18
C -2.03 -2.58 1.10
C -0.63 -2.48 0.49
H -4.75 -1.06 -0.21
H -4.65 -2.54 0.71
H -2.49 -3.57 1.09
H -2.02 -2.26 2.15
H -0.61 -3.03 -0.46
H 0.10 -2.97 1.14
```

Below is a molecular structure, C47H36BIN3O7PSZr, with properties calculated with the ωB97M-V functional and the def2-TZVPD basis.

Results
DFT total energy, Ha: -3612.9366
Energy above the lowest of the compared OMol25 structures with the same formula, charge and spin, kcal per mole: 13.0
E_LUMO, eV: -0.06
Gap between HOMO and LUMO, eV: 7.6597

```
98
C47H36BIN3O7PSZr (the ωB97M-V functional and the def2-TZVPD basis)
Zr -0.93 -1.03 0.48
C 1.63 -0.12 3.88
C 0.29 -0.43 3.28
O 0.22 -0.23 1.99
C -0.77 -0.87 4.02
C -2.09 -1.08 3.52
C -3.17 -1.39 4.50
N -2.36 -1.01 2.24
N -3.72 -1.21 1.93
C -3.86 -1.37 0.66
O -2.83 -1.36 -0.17
C -5.20 -1.49 0.06
C -5.36 -1.21 -1.30
C -6.62 -1.29 -1.87
C -7.71 -1.66 -1.10
C -7.55 -1.95 0.25
C -6.30 -1.86 0.83
H 1.87 0.93 3.69
H 1.65 -0.31 4.95
H 2.39 -0.72 3.39
H -0.63 -0.99 5.09
H -2.79 -1.32 5.52
H -4.01 -0.72 4.37
H -3.54 -2.40 4.33
H -4.50 -0.93 -1.88
H -6.75 -1.07 -2.92
H -8.70 -1.73 -1.55
H -8.40 -2.24 0.85
H -6.15 -2.08 1.88
I -2.18 2.03 0.52
C -1.07 3.48 1.57
C -1.74 4.01 2.64
C -1.28 5.19 3.27
C -0.21 5.85 2.74
C 0.50 5.31 1.64
C 1.57 6.06 1.09
C 2.28 5.58 0.04
C 2.02 4.27 -0.42
C 1.02 3.49 0.09
P 1.14 1.69 -0.28
C 2.65 1.29 0.67
C 3.24 2.17 1.58
C 4.32 1.76 2.36
C 4.81 0.47 2.25
C 4.22 -0.42 1.36
C 3.13 -0.02 0.59
C 1.66 1.75 -2.03
C 0.78 2.38 -2.92
C 1.05 2.38 -4.28
C 2.17 1.73 -4.77
C 3.04 1.10 -3.89
C 2.79 1.11 -2.53
C 0.14 4.05 1.08
H -2.65 3.55 2.99
H -1.82 5.59 4.11
H 0.11 6.80 3.15
H 1.79 7.03 1.52
H 3.08 6.16 -0.40
H 2.68 3.85 -1.18
H 2.88 3.18 1.68
H 4.76 2.45 3.06
H 5.65 0.15 2.86
H 4.59 -1.43 1.28
H 2.66 -0.73 -0.08
H -0.11 2.87 -2.55
H 0.36 2.87 -4.96
H 2.37 1.72 -5.84
H 3.92 0.59 -4.27
H 3.47 0.61 -1.86
O -1.93 0.49 -2.30
C -1.10 -0.34 -2.62
N -0.25 -0.96 -1.72
S 0.56 -2.21 -2.45
O -0.04 -3.47 -2.12
O 1.98 -2.06 -2.25
C 0.10 -1.77 -4.09
C 0.54 -2.30 -5.29
C -0.04 -1.79 -6.45
C -1.01 -0.80 -6.39
C -1.44 -0.28 -5.18
C -0.85 -0.78 -4.02
H 1.30 -3.07 -5.32
H 0.28 -2.17 -7.41
H -1.44 -0.43 -7.31
H -2.18 0.50 -5.11
O 0.14 -4.15 2.12
B -0.25 -3.11 1.30
O 0.87 -2.72 0.51
C 1.91 -3.57 0.84
C 3.16 -3.67 0.29
C 3.99 -4.66 0.83
C 3.55 -5.50 1.84
C 2.26 -5.40 2.36
C 1.45 -4.43 1.83
H 3.47 -3.04 -0.53
H 4.99 -4.78 0.43
H 4.22 -6.26 2.23
H 1.89 -6.07 3.13
```

- What is the formula in the first record?
  C47H34HfN5O

- Look up the gap between HOMO and LUMO of the second one.
  7.6597 eV

- Which of these has the highest gap between HOMO and LUMO?
  C47H36BIN3O7PSZr

- Among the records above, which one has the lowest E_LUMO?
  C47H34HfN5O